No. 1
The following is a quantum chemistry calculation of 3 unconnected molecules or ions with the total composition C3H12O2S2 in a non-equilibrium geometry, from the Open Molecules 2025 dataset.

Summary:
SMILES = CCCSS.O.O
LUMO = 0.58 eV
HOMO level = -9.030 eV
Energy relative to the best compared isomer or geometry (same formula, charge and spin) = 21.2 kcal/mol
Total charge = 0

Each line ends with the Löwdin charge.
Geometry (Å):
C: -1.0025 1.1874 -0.5568  -0.10
C: 0.3295 1.8117 -1.0275  -0.32
C: 1.5485 1.5202 -0.1522  -0.56
S: 2.7066 0.3961 -1.0226  0.42
S: 3.2740 -0.9653 0.4097  0.31
H: -1.2242 0.3117 -1.1634  0.07
H: -1.7909 1.8851 -0.7502  0.06
H: -1.0200 0.8445 0.4509  0.06
H: 0.4983 1.4273 -2.0345  0.08
H: 0.2128 2.8944 -1.0590  0.10
H: 2.1114 2.4078 0.1552  0.07
H: 1.3364 1.0630 0.8035  0.04
H: 4.1978 -0.2982 1.1173  -0.20
O: 2.0508 -4.3892 1.0977  -0.07
H: 1.6054 -3.5858 0.8102  0.01
H: 1.4139 -4.9976 1.4743  0.03
O: -5.3750 -0.8677 0.3243  -0.06
H: -4.8084 -0.0958 0.2017  0.03
H: -6.0645 -0.5496 0.9213  0.04

=====

No. 2
The following is a quantum chemistry calculation of 3 unconnected molecules or ions with the total composition C3H12O2S2 in a non-equilibrium geometry, from the Open Molecules 2025 dataset.

Summary:
SMILES = CCSSC.O.O
LUMO = 0.59 eV
HOMO level = -8.480 eV
Energy relative to the best compared isomer or geometry (same formula, charge and spin) = 17.8 kcal/mol
Total charge = 0

Each line ends with the Löwdin charge.
Geometry (Å):
C: -1.4543 -1.0306 -1.1737  -0.20
C: -1.6985 -0.4042 0.1995  -0.55
S: -0.2797 -0.5906 1.3759  0.46
S: 0.5468 -2.4175 0.9415  0.43
C: 2.2127 -1.9037 0.4138  -0.46
H: -0.4720 -0.8562 -1.5954  0.05
H: -1.6143 -2.1052 -1.1394  0.06
H: -2.2288 -0.6589 -1.8122  0.06
H: -2.5033 -0.9508 0.6697  0.06
H: -1.7864 0.6674 0.0638  0.06
H: 2.7187 -2.7960 0.0846  0.02
H: 2.6993 -1.4013 1.2317  0.02
H: 2.1201 -1.1978 -0.4062  0.01
O: -0.8460 3.8006 1.4487  -0.06
H: -0.6259 3.0629 2.0246  0.02
H: -0.0003 4.2346 1.3051  0.03
O: 1.0609 1.8242 -1.0239  -0.06
H: 0.3901 1.5597 -1.6512  0.02
H: 1.7608 1.1636 -0.9569  0.02

=====

No. 3
The following is a quantum chemistry calculation of a molecular structure, C3H12O3 in a non-equilibrium geometry, from the Open Molecules 2025 dataset.

Summary:
LUMO = 0.49 eV
HOMO level = -9.862 eV
Energy relative to the best compared isomer or geometry (same formula, charge and spin) = 158.9 kcal/mol
Total charge = 0

Each line ends with the Löwdin charge.
Geometry (Å):
C: 45.1610 28.4080 56.2230  -0.11
O: 44.6310 27.1430 55.8810  -0.01
H: 44.3320 29.2270 56.7660  0.16
H: 45.6980 28.6600 55.2440  0.11
H: 45.8500 28.5000 56.8750  -0.03
H: 43.8620 27.1210 55.9970  -0.18
C: 41.6980 25.8480 55.4920  -0.19
O: 41.8360 27.0410 56.2290  -0.21
H: 42.0000 26.2360 54.5160  0.08
H: 40.7390 25.2490 55.7090  0.09
H: 42.5520 25.0450 55.8450  0.12
H: 41.6700 27.9400 55.6630  0.12
C: 41.5410 29.9860 54.4800  -0.20
O: 42.0770 29.7570 55.6690  -0.13
H: 42.2160 30.8370 53.6750  0.19
H: 40.5870 30.4970 54.6790  0.09
H: 41.3190 29.1400 54.2170  -0.03
H: 41.5920 30.2680 56.3520  0.13

=====

No. 4
The following is a quantum chemistry calculation of 3 unconnected molecules or ions with the total composition C3H12O3 in a non-equilibrium geometry, from the Open Molecules 2025 dataset.

Summary:
SMILES = CCCO.O.O
LUMO = 0.70 eV
HOMO level = -10.761 eV
Energy relative to the best compared isomer or geometry (same formula, charge and spin) = 7.3 kcal/mol
Total charge = 0

Each line ends with the Löwdin charge.
Geometry (Å):
C: -2.0145 0.5019 0.0492  -0.10
C: -1.1840 -0.7582 0.3586  -0.22
C: 0.3205 -0.5355 0.4732  -0.24
O: 1.0739 -0.7689 -0.7512  -0.11
H: -1.4035 1.3619 -0.2101  0.05
H: -2.6652 0.3422 -0.8105  0.07
H: -2.6533 0.7641 0.8975  0.07
H: -1.3983 -1.5078 -0.4003  0.10
H: -1.4868 -1.2000 1.3031  0.10
H: 0.7287 -1.2081 1.2132  0.10
H: 0.4987 0.5131 0.6907  0.12
H: 0.7181 -1.5733 -1.1555  0.09
O: 3.1064 0.0567 2.3661  -0.06
H: 3.0881 0.9845 2.0825  0.04
H: 2.9474 -0.3853 1.5218  0.02
O: -0.0017 1.4032 -2.2798  -0.07
H: -0.1125 1.4597 -3.2361  0.04
H: 0.4378 0.5496 -2.1123  0.01

=====

No. 5
The following is a quantum chemistry calculation of 3 unconnected molecules or ions with the total composition C3H12O3 in a non-equilibrium geometry, from the Open Molecules 2025 dataset.

Summary:
SMILES = CO.CO.CO
LUMO = 0.73 eV
HOMO level = -10.088 eV
Energy relative to the best compared isomer or geometry (same formula, charge and spin) = 33.1 kcal/mol
Total charge = 0

Each line ends with the Löwdin charge.
Geometry (Å):
C: -3.9955 22.5171 9.9535  -0.18
O: -4.8404 21.7018 10.7428  -0.12
H: -4.4949 23.1811 9.2449  0.07
H: -3.3081 23.0969 10.5801  0.08
H: -3.3243 21.8630 9.3915  0.07
H: -5.1477 22.2135 11.4945  0.07
C: 2.2091 23.7733 9.9569  -0.16
O: 2.5225 23.4663 8.6066  -0.13
H: 3.0922 24.0471 10.5431  0.08
H: 1.5207 24.6101 9.9559  0.08
H: 1.7835 22.9034 10.4630  0.08
H: 3.1136 22.7084 8.6031  0.08
C: -1.1111 22.6972 6.7320  -0.18
O: -0.5286 23.4223 7.7774  -0.12
H: -0.9133 23.1364 5.7470  0.07
H: -0.7244 21.6723 6.6945  0.08
H: -2.1931 22.6245 6.8168  0.07
H: 0.4326 23.3827 7.7577  0.04

=====

No. 6
The following is a quantum chemistry calculation of 3 unconnected molecules or ions with the total composition C3H12O3 in a non-equilibrium geometry, from the Open Molecules 2025 dataset.

Summary:
LUMO (alpha / beta) = -3.85 / -10.04 eV
Multiplicity = 2
HOMO level (alpha / beta) = -14.921 / -14.801 eV
⟨S²⟩ = 0.7541
Energy relative to the best compared isomer or geometry (same formula, charge and spin) = 11.8 kcal/mol
Total charge = +1

Each line ends with the Löwdin spin population.
Geometry (Å):
C: -0.9878 0.9766 0.1745  0.03
C: 0.2433 0.2639 0.6628  0.20
C: 1.3423 1.1497 1.4055  0.18
O: 0.8150 -0.5026 -0.3189  0.45
H: -1.8118 0.8237 0.8697  0.02
H: -1.2109 0.6355 -0.8334  0.00
H: -0.7210 2.0379 0.1176  0.01
H: -0.0190 -0.4576 1.4705  0.08
H: 0.7969 1.8277 2.0579  0.01
H: 1.8183 1.8067 0.6701  0.01
H: 2.0833 0.5354 1.9003  0.00
H: 1.3161 -1.3202 -0.0864  0.00
H: -3.2529 -2.1181 1.4215  0.00
H: -2.0988 -1.8889 0.4684  0.00
O: -2.2893 -1.9268 1.3965  0.00
H: 0.7692 1.1443 -3.2548  0.00
H: 1.0801 0.0387 -2.2040  0.00
O: 1.2429 0.3446 -3.1146  0.02

=====

No. 7
The following is a quantum chemistry calculation of 3 unconnected molecules or ions with the total composition C3H12O3 in a non-equilibrium geometry, from the Open Molecules 2025 dataset.

Summary:
LUMO (alpha / beta) = -3.91 / -10.19 eV
Multiplicity = 2
HOMO level (alpha / beta) = -13.773 / -13.773 eV
⟨S²⟩ = 0.7542
Energy relative to the best compared isomer or geometry (same formula, charge and spin) = 31.5 kcal/mol
Total charge = +1

Each line ends with the Löwdin spin population.
Geometry (Å):
C: -1.0020 0.2551 0.8250  0.08
C: 0.5121 0.0733 1.1918  0.14
C: 1.4404 -0.3040 0.0547  0.02
O: 0.5328 -1.0117 2.0971  0.63
H: -1.0919 0.4568 -0.3018  0.02
H: -1.4357 1.0913 1.3187  0.00
H: -1.6177 -0.5453 1.1022  0.00
H: 0.9075 0.8641 1.8724  0.08
H: 1.1016 -1.1864 -0.5131  0.00
H: 2.5490 -0.3027 0.1045  0.00
H: 1.3796 0.4222 -0.7805  0.00
H: -0.1610 -1.1417 2.8118  0.00
H: -0.9878 3.5140 -4.0743  0.00
H: -0.7337 4.9323 -4.4314  0.00
O: -0.8129 4.3916 -3.6735  0.00
H: -0.4879 -4.2922 0.1943  0.00
H: 0.1486 -3.1466 1.1465  0.00
O: -0.2410 -4.0700 1.0557  0.02

=====

No. 8
The following is a quantum chemistry calculation of 3 unconnected molecules or ions with the total composition C3H12O3S, from the Open Molecules 2025 dataset.

Summary:
LUMO (alpha / beta) = 2.75 / 2.69 eV
Multiplicity = 2
HOMO level (alpha / beta) = 0.913 / -6.409 eV
⟨S²⟩ = 0.7503
Energy relative to the best compared isomer or geometry (same formula, charge and spin) = 11.1 kcal/mol
Total charge = -1

Each line ends with the Löwdin spin population.
Geometry (Å):
C: 0.2718 -0.3581 0.7007  0.09
O: 0.1926 -0.3690 -0.6978  0.08
C: -0.8788 -1.1390 1.3124  0.01
C: -2.2452 -0.6900 0.7962  0.01
S: -2.9233 -1.9334 -0.3772  0.02
H: 1.2341 -0.7538 1.0464  0.02
H: 0.2614 0.6594 1.0937  0.03
H: 0.6029 0.4428 -1.0360  0.03
H: -0.7404 -2.2170 1.1467  0.00
H: -0.8188 -0.9743 2.3932  0.00
H: -2.2333 0.3037 0.3641  0.01
H: -2.9725 -0.6920 1.5940  0.00
H: -4.1652 -1.4285 -0.3776  0.00
H: 2.9338 -0.6518 -0.4455  0.03
H: 3.9602 0.3363 -1.0546  0.06
O: 3.0166 0.1029 -1.0517  0.20
H: 0.7677 3.3612 -2.0638  0.06
H: 2.3081 3.2011 -1.7048  0.09
O: 1.4279 2.7993 -1.6387  0.25

=====

No. 9
The following is a quantum chemistry calculation of 3 unconnected molecules or ions with the total composition C3H12O4 in a non-equilibrium geometry, from the Open Molecules 2025 dataset.

Summary:
SMILES = OCCCO.O.O
LUMO = 0.66 eV
HOMO level = -10.072 eV
Energy relative to the best compared isomer or geometry (same formula, charge and spin) = 32.3 kcal/mol
Total charge = 0

Each line ends with the Löwdin charge.
Geometry (Å):
O: 2.4917 -2.4797 -0.5174  -0.07
C: 2.4601 -1.0881 -0.3401  -0.32
C: 1.0608 -0.5584 -0.3443  -0.16
C: 0.2817 -0.6618 1.0270  -0.22
O: -0.7780 0.2710 1.0100  -0.08
H: 3.3539 -2.8592 -0.3090  0.09
H: 3.0657 -0.7754 0.5556  0.13
H: 3.0535 -0.6209 -1.1661  0.12
H: 1.2854 0.3862 -0.8268  0.11
H: 0.4085 -1.1637 -1.0161  0.13
H: -0.0909 -1.6963 0.9222  0.12
H: 0.9170 -0.5041 1.8943  0.12
H: -0.7554 0.9351 1.6994  0.09
O: -2.4355 3.3882 0.1906  -0.08
H: -1.8954 2.6166 -0.0229  0.00
H: -3.2756 2.9522 0.0047  0.02
O: -2.9687 0.8748 -1.0836  -0.06
H: -2.2949 0.3767 -0.5906  0.03
H: -3.8838 0.6069 -1.0868  0.04

=====

No. 10
The following is a quantum chemistry calculation of 4 unconnected molecules or ions with the total composition C3H12O4 in a non-equilibrium geometry, from the Open Molecules 2025 dataset.

Summary:
SMILES = C/C=C/O.O.O.O
LUMO = 0.72 eV
HOMO level = -8.938 eV
Energy relative to the best compared isomer or geometry (same formula, charge and spin) = 15.6 kcal/mol
Total charge = 0

Each line ends with the Löwdin charge.
Geometry (Å):
C: -2.8014 -1.2396 0.7193  -0.11
C: -1.5880 -1.1941 -0.1674  -0.15
C: -0.9571 -0.0838 -0.4966  -0.21
O: 0.0524 -0.1164 -1.4432  -0.05
H: -3.2699 -0.2606 0.8385  0.07
H: -2.5633 -1.4468 1.7657  0.07
H: -3.5014 -1.9810 0.3520  0.07
H: -1.2398 -2.1745 -0.4642  0.11
H: -1.1244 0.8633 -0.0011  0.13
H: 0.0179 0.7575 -1.8221  0.06
O: 1.1713 2.2908 -1.1695  -0.07
H: 1.5706 2.0471 -0.3029  0.01
H: 0.8726 3.2011 -1.0424  0.05
O: 2.2075 -1.2146 0.2422  -0.06
H: 1.7113 -1.0086 -0.5746  0.04
H: 1.4300 -1.6197 0.6630  0.05
O: 2.4725 1.3928 1.1257  -0.07
H: 3.2829 1.3511 0.6065  0.06
H: 2.2563 0.4358 1.1711  0.03

=====

No. 11
The following is a quantum chemistry calculation of 4 unconnected molecules or ions with the total composition C3H12O5 in a non-equilibrium geometry, from the Open Molecules 2025 dataset.

Summary:
SMILES = CCC(=O)O.O.O.O
LUMO = 0.53 eV
HOMO level = -10.168 eV
Energy relative to the best compared isomer or geometry (same formula, charge and spin) = 0.0 kcal/mol
Total charge = 0

Each line ends with the Löwdin charge.
Geometry (Å):
C: 1.6932 2.3442 0.9192  -0.08
C: 0.3427 1.6813 1.2516  -0.15
C: -0.2107 0.6825 0.2799  -0.57
O: -0.0187 0.7661 -0.9297  0.05
O: -0.8807 -0.2763 0.8609  0.06
H: 2.1951 1.7628 0.1444  0.07
H: 1.5929 3.3895 0.6439  0.07
H: 2.3112 2.3424 1.7940  0.06
H: -0.4546 2.4107 1.4545  0.13
H: 0.4346 1.2190 2.2280  0.11
H: -1.4643 -0.9261 0.2485  0.05
O: -1.9103 -2.0116 -0.4865  0.00
H: -2.2286 -1.8068 -1.3921  0.07
H: -1.1737 -2.6357 -0.5042  0.07
O: -1.3777 -0.9651 -2.7630  -0.06
H: -1.7037 -0.2874 -3.3640  0.06
H: -0.6091 -0.5019 -2.3935  0.03
O: 0.8080 -2.5282 0.8418  -0.05
H: 1.6145 -3.0213 0.6080  0.06
H: 1.0399 -1.6381 0.5583  0.03

=====

No. 12
The following is a quantum chemistry calculation of 4 unconnected molecules or ions with the total composition C3H12O5 in a non-equilibrium geometry, from the Open Molecules 2025 dataset.

Summary:
SMILES = CCC(=O)O.O.O.O
LUMO = 0.32 eV
HOMO level = -10.738 eV
Energy relative to the best compared isomer or geometry (same formula, charge and spin) = 27.1 kcal/mol
Total charge = 0

Each line ends with the Löwdin charge.
Geometry (Å):
C: -0.6640 2.3088 1.2793  -0.08
C: -0.0064 0.9048 1.1004  -0.13
C: 0.9567 0.6790 -0.0283  -0.48
O: 1.2361 1.3168 -1.0222  0.07
O: 1.6715 -0.4998 0.1120  0.06
H: -1.4270 2.4544 0.5924  0.04
H: 0.0916 3.0936 1.0697  0.09
H: -1.1831 2.5091 2.1661  0.05
H: 0.4861 0.5893 2.1669  0.18
H: -0.8886 0.2490 0.9184  0.10
H: 2.2568 -0.6591 -0.6113  0.03
O: -1.2634 -2.1541 0.0211  0.02
H: -0.4883 -2.5933 0.2856  0.04
H: -1.1345 -1.3143 -0.2660  -0.03
O: -3.8347 -1.3186 1.1068  -0.03
H: -3.8932 -0.6738 0.4611  -0.02
H: -3.1032 -1.8970 0.8652  0.00
O: 2.5934 -0.4512 -2.2884  -0.09
H: 1.8478 -0.7790 -2.9174  0.12
H: 2.4945 0.5205 -2.2740  0.04

=====

No. 13
The following is a quantum chemistry calculation of 2 unconnected molecules or ions with the total composition C3H13N2O in a non-equilibrium geometry, from the Open Molecules 2025 dataset.

Summary:
LUMO = -3.24 eV
HOMO level = -14.500 eV
Energy relative to the best compared isomer or geometry (same formula, charge and spin) = 51.4 kcal/mol
Total charge = +1

Each line ends with the Löwdin charge.
Geometry (Å):
C: 0.6050 0.7113 -0.1271  -0.15
C: -0.0621 -0.5642 -0.6567  -0.23
C: -0.1886 -1.7399 0.2359  -0.26
N: 1.2213 -1.8476 0.8729  -0.03
N: 0.5072 0.7294 1.3707  0.08
H: 1.7462 0.4944 -0.3332  0.16
H: 0.3451 1.7287 -0.5074  0.13
H: 0.4837 -0.8218 -1.5563  0.12
H: -1.0708 -0.3510 -1.1655  0.14
H: -0.7225 -2.6378 -0.1172  0.12
H: -0.9788 -1.6366 1.1341  0.15
H: 1.8763 -1.8539 0.0490  0.11
H: 1.2847 1.2032 1.8425  0.15
H: 1.1486 -2.8021 1.3644  0.13
H: -0.3612 1.0596 1.9373  0.21
H: 0.7054 -0.3530 1.7313  0.17
H: -2.2535 3.1244 -2.6919  0.03
H: -2.4809 2.9293 -1.3644  0.06
O: -1.8051 2.6276 -2.0186  -0.07